No. 1
DFT (ωB97M-V/def2-TZVPD) results for 15 unconnected molecules or ions with the total composition C3H36NO14 at a distorted geometry.

For the HOMO-LUMO gap, the calculation gives 8.56 eV. The value obtained for the HOMO energy is -11.1 eV. The calculation puts the relative energy (zero: lowest compared OMol25 entry of this formula, charge and spin) at 112.4 kcal/mol. Its spin multiplicity is 1. The net charge is +1.

Structure (XYZ):
```
54
Properties=species:S:1:pos:R:3:forces:R:3:nbo_charge:R:1
C -2.462497 -1.335998 -2.790730 -0.472 -2.107 -4.101 -0.67
C -1.535961 -0.379632 -2.221346 2.924 1.060 -1.329 0.24
C -0.909289 -0.591832 -1.045197 -2.674 -0.305 -0.391 -0.60
N -1.032242 0.475211 -3.234303 0.188 0.769 -0.166 -0.88
H -2.988645 -0.887701 -3.691256 0.712 -0.237 0.872 0.22
H -1.825314 -2.237826 -3.331509 -1.746 1.950 1.747 0.24
H -3.324265 -1.656991 -2.246316 0.094 -0.673 1.022 0.25
H -0.280884 -0.061716 -0.410269 1.533 1.448 0.096 0.20
H -1.569583 -1.182803 -0.469429 -0.303 -1.209 0.896 0.20
H -0.694319 1.392943 -2.933386 -0.207 -0.301 0.045 0.42
H -1.484949 0.518712 -4.166221 0.171 -0.222 1.387 0.40
H 1.553496 -3.773788 -1.163730 -0.677 0.461 0.006 0.50
H -2.376892 -1.988506 3.204239 -0.800 -0.134 0.636 0.49
H -2.165486 -0.977132 1.997823 0.048 -0.934 0.695 0.52
O -1.836350 -1.809372 2.450978 0.639 0.897 -1.225 -1.02
H 1.300547 0.374078 -3.210536 1.378 -1.009 0.579 0.52
H 1.864421 -0.838819 -3.856616 0.126 -0.944 -0.618 0.50
O 2.116446 -0.228551 -3.175914 -1.473 1.858 0.010 -0.95
H 0.484356 0.131978 3.222657 0.217 -0.500 0.334 0.50
H -0.449171 0.116039 1.995656 -2.283 -0.267 -0.595 0.51
O 0.381544 0.389747 2.300169 3.003 1.352 -0.197 -1.02
H 0.937046 2.676339 -1.688848 -0.690 0.266 -0.146 0.47
H -0.235554 3.320729 -0.977778 -0.158 0.172 0.856 0.49
O 0.023395 2.995176 -1.841215 1.056 -0.739 -1.021 -0.99
H 3.269046 -0.797534 -0.423976 -0.126 -2.332 -1.378 0.56
H 3.024220 -0.807228 -2.066644 0.486 -1.495 1.284 0.54
O 3.396383 -1.456539 -1.269996 -1.541 2.613 -0.493 -0.89
H -0.640495 -3.151959 1.488305 -1.783 1.455 1.935 0.50
H -0.508573 -4.449274 0.735919 0.056 0.234 0.087 0.48
O -0.112607 -3.577089 0.868087 1.527 -1.632 -2.022 -0.97
H -3.023500 3.032018 0.149594 -0.233 1.981 1.172 0.47
H -2.095934 2.354452 -0.846580 -2.785 -0.423 1.215 0.50
O -3.018040 2.254874 -0.355385 3.087 -1.526 -2.575 -0.93
H 1.956346 1.068432 0.943069 1.638 1.409 -1.218 0.51
H 3.299046 1.488048 0.056750 1.515 1.802 0.697 0.50
O 2.529640 0.981872 0.119742 -3.006 -0.433 -0.261 -1.00
H 1.610914 3.429107 2.913694 0.364 0.787 0.327 0.49
H 0.909058 2.087253 2.787490 -0.100 -0.036 -0.571 0.51
O 1.331164 2.794469 2.265504 0.220 -0.533 0.324 -0.96
H 1.799431 -0.409340 0.927824 1.356 -3.393 0.412 0.49
H 3.022241 -0.714383 1.813096 -1.460 -1.899 -2.256 0.48
O 2.472977 -1.187054 1.049037 -0.031 2.714 3.157 -0.95
H -0.706671 4.434352 0.681011 0.381 0.297 0.420 0.49
H 0.225917 3.182158 1.181065 -0.993 0.996 -0.206 0.52
O -0.604160 3.483021 0.687262 0.144 -0.657 -0.013 -1.02
H -2.266673 1.322290 0.930939 -0.395 -0.339 0.373 0.53
H -2.490287 1.214615 2.477550 -0.468 0.676 0.769 0.49
O -2.123026 0.760016 1.738890 0.128 -0.469 -1.275 -1.01
H 2.587700 -2.153420 -1.234352 0.446 1.104 0.174 0.54
H 0.437521 -2.652668 -0.891711 1.520 -0.625 -0.681 0.55
O 1.243811 -2.894840 -1.458875 -0.330 -0.099 0.663 -0.96
H -0.368092 -1.128995 3.748059 -2.634 -0.861 -2.047 0.48
H 1.024998 -1.771329 3.930920 -1.462 0.914 0.620 0.49
O 0.327793 -1.175608 4.336787 3.872 -0.885 1.975 -0.94
```
Positions in Å, forces in eV/Å.

No. 2
DFT (ωB97M-V/def2-TZVPD) results for 16 unconnected molecules or ions with the total composition C3H37NO16 at a distorted geometry.

For the HOMO-LUMO gap, the calculation gives 9.82 eV. The value obtained for the HOMO energy is -10.0 eV. The calculation puts the relative energy (zero: lowest compared OMol25 entry of this formula, charge and spin) at 95.1 kcal/mol. Its spin multiplicity is 1.

Structure (XYZ):
```
57
Properties=species:S:1:pos:R:3:forces:R:3:nbo_charge:R:1
C 0.822373 1.428137 -1.252537 -0.222 1.595 0.507 -0.62
C 2.049215 0.614931 -1.629199 0.850 -0.926 0.410 -0.54
C 2.012855 -0.894149 -1.317565 -0.533 -0.105 -2.713 0.71
N 3.232884 -1.511144 -1.348651 0.378 2.022 -0.399 -0.83
O 0.981415 -1.582111 -1.329936 0.597 1.013 0.937 -0.69
H 0.874704 2.373086 -1.804157 -0.112 -0.163 -0.318 0.22
H -0.143436 0.964799 -1.498352 0.533 -0.111 0.177 0.25
H 0.780957 1.849382 -0.193456 0.036 -1.457 -1.989 0.20
H 2.995947 0.919907 -1.202171 -0.149 0.717 1.089 0.24
H 2.410974 0.741778 -2.666254 -1.096 -0.434 -0.207 0.26
H 4.025398 -0.873889 -1.570331 -0.680 -1.192 0.866 0.42
H 3.346477 -2.298827 -0.754945 0.513 -0.881 -0.126 0.40
H -0.440349 4.437175 -0.213738 -0.965 0.282 0.210 0.49
H -2.030752 4.544449 -0.099005 1.154 -0.179 -0.360 0.48
O -1.284574 4.308593 -0.693420 -0.437 -0.188 0.110 -0.99
H 3.908500 0.168660 1.868747 -0.347 -0.110 1.818 0.47
H 3.445746 -0.926359 0.828382 -0.624 -0.520 0.805 0.48
O 3.959066 -0.153494 0.999815 1.176 0.787 -2.163 -0.95
H -2.064604 2.110074 -1.453086 -1.173 -0.076 0.321 0.53
H -3.297693 1.055819 -1.117877 -2.358 0.965 -0.940 0.48
O -2.397880 1.245211 -1.157867 3.668 -0.736 -0.819 -0.99
H -0.914233 -2.669457 -1.577716 0.098 0.042 0.119 0.48
H -2.387595 -3.045733 -1.383705 0.433 -0.218 -0.128 0.48
O -1.514214 -3.102235 -0.962775 -0.095 -0.155 0.308 -0.98
H 0.637646 -3.960491 0.021511 -0.501 0.525 -0.228 0.49
H 1.603711 -3.463153 -1.131039 -1.079 -0.457 0.592 0.48
O 1.341092 -4.221281 -0.568727 1.484 -0.296 -0.374 -0.97
H 1.469982 -2.998960 2.507545 0.338 0.012 -0.800 0.51
H 2.327928 -2.879777 1.155054 -0.069 -1.545 -0.668 0.48
O 1.976237 -2.429113 1.899073 -0.357 1.371 1.559 -1.00
H 1.101307 2.037456 1.266632 0.824 -0.466 0.849 0.49
H 2.578740 2.007774 1.907443 0.586 -1.173 0.919 0.48
O 1.960297 2.472226 1.390122 -1.249 1.831 -1.072 -0.97
H -3.397473 2.182369 1.450912 1.811 1.678 -0.224 0.50
H -3.236388 0.870904 0.392453 2.018 0.507 -0.268 0.49
O -3.612766 1.370204 1.075060 -3.964 -1.719 1.537 -1.01
H 0.216476 -0.786123 -3.986481 0.338 -0.086 -0.397 0.47
H 0.298235 -1.856803 -5.045269 -0.364 -0.974 -0.368 0.47
O 0.694304 -1.037766 -4.797106 0.061 1.067 0.855 -0.94
H -3.799717 0.436784 3.115218 1.429 1.212 -0.263 0.49
H -3.446058 -1.120902 2.709522 -0.723 2.075 0.658 0.48
O -4.115363 -0.421470 2.953168 -0.828 -3.844 -0.069 -0.96
H -1.033976 2.411470 3.371644 0.077 -0.223 -0.365 0.48
H -0.915746 1.558366 2.040639 -0.530 0.272 0.505 0.49
O -1.388203 2.298399 2.478659 0.483 -0.116 -0.128 -0.97
H 0.778874 -0.486351 1.769812 -1.311 -0.163 -0.908 0.48
H 0.447590 -0.798656 0.289643 -1.389 0.710 1.504 0.50
O 0.029302 -0.375650 1.116027 2.193 -0.491 -0.138 -0.99
H -1.376130 -2.788605 2.349668 0.047 0.310 -0.399 0.48
H -1.452451 -4.040465 3.156088 -0.529 -1.458 0.063 0.47
O -1.133966 -3.161568 3.197424 0.679 1.199 0.153 -0.95
H -3.606495 -1.691567 -1.436813 -0.058 0.204 -0.592 0.48
H -3.252246 -1.561918 -2.955381 0.125 0.357 0.047 0.48
O -3.664384 -2.128163 -2.302987 -0.511 -0.222 0.476 -0.94
H 1.435589 5.309709 0.068787 -0.714 0.507 1.505 0.46
H 1.189132 4.318180 1.114243 0.354 -1.053 0.974 0.49
O 0.973733 5.230328 0.957277 0.681 0.475 -2.450 -0.94
```
Positions in Å, forces in eV/Å.

no.,calculated total energy (eV)
1,-33842.911
2,-37960.074